ORCA calculation (ωB97M-V/def2-TZVPD) on a cluster of 10 separate species, C31H74O13 in total in a non-equilibrium geometry.

Each atom is followed by the atoms it is bonded to, with distances in Å.
Cartesian coordinates (Å):
1 O 0.625 -0.663 -2.474  C36 1.409, C39 1.414
2 O -1.247 -4.490 -2.077  C31 1.426, C43 1.429
3 O -2.558 7.964 1.315  C19 1.424, C32 1.426
4 O -0.222 -2.056 3.034  C27 1.402, C40 1.399
5 O -3.257 1.765 5.482  C37 1.418, H63 0.959
6 O 3.052 1.979 -4.955  C30 1.428, H73 0.962
7 O 2.103 3.039 2.763  C15 1.421, C16 1.432
8 O -6.177 2.103 -2.028  C23 1.439, C33 1.438
9 O -0.808 5.464 0.957  C25 1.407, C29 1.426
10 O 0.501 -4.861 2.831  C14 1.419, C42 1.389
11 O 7.528 -1.903 -0.651  C26 1.423, C35 1.424
12 O 0.576 -5.896 -3.586  C21 1.431, H70 0.976
13 O -1.288 0.772 -0.467  C18 1.402, C44 1.397
14 C -0.912 -4.936 2.723  O10 1.419, H49 1.087, H58 1.089, H67 1.098
15 C 2.326 1.904 3.589  O7 1.421, C24 1.544, H84 1.090, H94 1.091
16 C 3.174 3.202 1.827  O7 1.432, C41 1.531, H65 1.095, H116 1.089
17 C 5.791 -2.806 -1.996  C22 1.506, C35 1.566, H69 1.087, H99 1.094
18 C -0.003 1.082 -0.935  O13 1.402, C36 1.519, H56 1.091, H60 1.100
19 C -3.760 7.455 0.746  O3 1.424, H101 1.091, H105 1.098, H112 1.089
20 C -2.136 -3.155 -0.398  C28 1.529, C31 1.518, H90 1.094, H100 1.096
21 C 1.606 -4.992 -3.997  O12 1.431, H71 1.090, H97 1.091, H118 1.093
22 C 5.217 -2.336 -0.686  C17 1.506, C26 1.517, H72 1.096, H77 1.094
23 C -4.906 1.454 -2.214  O8 1.439, C38 1.550, H47 1.092, H54 1.089
24 C 3.316 0.996 2.827  C15 1.544, C41 1.522, H64 1.095, H107 1.088
25 C -0.206 4.254 0.566  O9 1.407, H82 1.098, H108 1.094, H111 1.086
26 C 6.292 -1.408 -0.150  O11 1.423, C22 1.517, H86 1.098, H103 1.094
27 C 1.100 -2.462 2.805  O4 1.402, C42 1.530, H50 1.098, H52 1.094
28 C -2.367 -2.403 -1.710  C20 1.529, C43 1.540, H89 1.093, H98 1.083
29 C -1.113 6.387 -0.087  O9 1.426, C32 1.509, H80 1.095, H110 1.099
30 C 2.019 1.081 -4.549  O6 1.428, H48 1.081, H68 1.095, H76 1.096
31 C -1.832 -4.593 -0.780  O2 1.426, C20 1.518, H45 1.086, H55 1.098
32 C -1.382 7.731 0.544  O3 1.426, C29 1.509, H91 1.096, H106 1.089
33 C -6.888 1.309 -1.062  O8 1.438, C34 1.503, H46 1.101, H115 1.089
34 C -5.872 0.874 -0.044  C33 1.503, C38 1.526, H61 1.094, H85 1.090
35 C 7.325 -2.857 -1.689  O11 1.424, C17 1.566, H57 1.086, H93 1.092
36 C 0.963 -0.046 -1.254  O1 1.409, C18 1.519, H96 1.099, H113 1.098
37 C -3.730 1.116 4.314  O5 1.418, H62 1.090, H66 1.090, H87 1.093
38 C -4.636 0.657 -0.912  C23 1.550, C34 1.526, H114 1.085, H117 1.087
39 C 1.279 -1.906 -2.646  O1 1.414, H75 1.081, H79 1.099, H92 1.096
40 C -0.484 -1.090 4.012  O4 1.399, H51 1.098, H78 1.087, H88 1.094
41 C 3.645 1.769 1.559  C16 1.531, C24 1.522, H53 1.091, H104 1.090
42 C 1.126 -3.836 2.132  O10 1.389, C27 1.530, H74 1.094, H81 1.105
43 C -1.956 -3.454 -2.758  O2 1.429, C28 1.540, H83 1.088, H95 1.097
44 C -1.292 0.254 0.831  O13 1.397, H59 1.099, H102 1.103, H109 1.092
45 H -1.176 -5.109 -0.086  C31 1.086
46 H -7.268 0.467 -1.662  C33 1.101
47 H -4.967 0.809 -3.092  C23 1.092
48 H 2.439 0.492 -3.745  C30 1.081
49 H -1.314 -5.141 3.712  C14 1.087
50 H 1.617 -2.645 3.757  C27 1.098
51 H -0.314 -0.047 3.715  C40 1.098
52 H 1.609 -1.731 2.169  C27 1.094
53 H 3.115 1.303 0.727  C41 1.091
54 H -4.082 2.150 -2.368  C23 1.089
55 H -2.787 -5.124 -0.894  C31 1.098
56 H -0.138 1.642 -1.862  C18 1.091
57 H 7.879 -2.489 -2.548  C35 1.086
58 H -1.377 -4.074 2.247  C14 1.089
59 H -0.582 0.758 1.499  C44 1.099
60 H 0.562 1.688 -0.212  C18 1.100
61 H -5.682 1.701 0.647  C34 1.094
62 H -4.733 0.728 4.495  C37 1.090
63 H -2.680 2.491 5.234  O5 0.959
64 H 4.203 0.952 3.466  C24 1.095
65 H 3.947 3.833 2.278  C16 1.095
66 H -3.074 0.290 4.041  C37 1.090
67 H -1.161 -5.789 2.079  C14 1.098
68 H 1.106 1.611 -4.259  C30 1.095
69 H 5.378 -3.724 -2.407  C17 1.087
70 H -0.092 -5.379 -3.097  O12 0.976
71 H 1.332 -4.417 -4.881  C21 1.090
72 H 5.070 -3.148 0.035  C22 1.096
73 H 2.680 2.546 -5.638  O6 0.962
74 H 2.171 -4.120 1.983  C42 1.094
75 H 1.156 -2.310 -3.641  C39 1.081
76 H 1.660 0.442 -5.365  C30 1.096
77 H 4.221 -1.884 -0.691  C22 1.094
78 H -1.543 -1.153 4.250  C40 1.087
79 H 0.896 -2.643 -1.927  C39 1.099
80 H -1.908 5.937 -0.690  C29 1.095
81 H 0.732 -3.734 1.105  C42 1.105
82 H -0.650 3.876 -0.364  C25 1.098
83 H -1.329 -3.096 -3.572  C43 1.088
84 H 1.398 1.358 3.756  C15 1.090
85 H -6.153 0.042 0.601  C34 1.090
86 H 6.200 -0.364 -0.476  C26 1.098
87 H -3.845 1.826 3.490  C37 1.093
88 H 0.128 -1.268 4.901  C40 1.094
89 H -1.657 -1.574 -1.753  C28 1.093
90 H -2.981 -3.068 0.290  C20 1.094
91 H -1.345 8.514 -0.223  C32 1.096
92 H 2.328 -1.839 -2.338  C39 1.096
93 H 7.544 -3.904 -1.472  C35 1.092
94 H 2.767 2.275 4.515  C15 1.091
95 H -2.857 -3.886 -3.211  C43 1.097
96 H 0.954 -0.776 -0.433  C36 1.099
97 H 1.975 -4.409 -3.152  C21 1.091
98 H -3.357 -1.965 -1.740  C28 1.083
99 H 5.722 -2.026 -2.761  C17 1.094
100 H -1.310 -2.741 0.191  C20 1.096
101 H -3.641 6.441 0.361  C19 1.091
102 H -2.190 0.500 1.422  C44 1.103
103 H 6.240 -1.300 0.938  C26 1.094
104 H 4.728 1.704 1.457  C41 1.090
105 H -4.076 8.138 -0.053  C19 1.098
106 H -0.593 7.937 1.266  C32 1.089
107 H 2.990 -0.038 2.725  C24 1.088
108 H 0.859 4.418 0.376  C25 1.094
109 H -1.315 -0.838 0.861  C44 1.092
110 H -0.174 6.479 -0.649  C29 1.099
111 H -0.408 3.537 1.355  C25 1.086
112 H -4.480 7.499 1.561  C19 1.089
113 H 1.957 0.413 -1.326  C36 1.098
114 H -3.786 1.069 -0.379  C38 1.085
115 H -7.771 1.845 -0.720  C33 1.089
116 H 2.869 3.671 0.893  C16 1.089
117 H -4.562 -0.369 -1.262  C38 1.087
118 H 2.397 -5.720 -4.202  C21 1.093

* LUMO level: 0.01193 Ha
* energy: -2203.34608 a.u.
* Kohn-Sham gap: 9.9 eV
* strongest force on any atom: 2.1 eV/Å
* ΔE to the lowest compared entry with this formula, charge and spin: 152.72 kcal/mol
* structure (SMILES): C1CCOC1.C1CCOC1.C1CCOC1.C1CCOC1.COCCOC.COCCOC.COCCOC.CO.CO.CO